Record 1
{
  "formula": "C37H51AsN4RuSe",
  "method": "ωB97M-V/def2-TZVPD",
  "charge": 1,
  "lumo_ev": [-2.51, -3.04],
  "e_homo_ev": [-10.050, -9.995],
  "gap_ev": [7.536, 6.950],
  "multiplicity": 2,
  "mol_weight_g_mol": 806.8,
  "species": ["Ru", "N", "C", "C", "N", "C", "C", "N", "H", "H", "H", "H", "H", "H", "H", "H", "H", "H", "H", "H", "H", "C", "C", "C", "C", "C", "C", "Se", "C", "C", "C", "H", "H", "H", "H", "H", "H", "H", "H", "H", "H", "H", "C", "C", "C", "C", "C", "C", "As", "N", "C", "C", "C", "C", "C", "C", "C", "C", "C", "C", "C", "C", "C", "C", "C", "C", "C", "C", "H", "H", "H", "H", "H", "H", "H", "H", "H", "H", "H", "H", "H", "H", "H", "H", "H", "H", "H", "H", "H", "H", "H", "H", "H", "H", "H"],
  "xyz": [[-0.967, 0.394, -0.532], [-3.110, 0.368, -0.298], [-3.768, 1.221, -1.299], [-3.404, 0.711, -2.685], [-1.950, 0.573, -2.866], [-1.271, 1.711, -3.502], [-0.732, 2.706, -2.484], [0.122, 1.982, -1.523], [-3.414, -0.600, -0.388], [-3.294, 0.672, 0.656], [-3.414, 2.242, -1.161], [-4.854, 1.220, -1.171], [-3.820, 1.397, -3.428], [-3.866, -0.266, -2.843], [-1.726, -0.304, -3.315], [-1.946, 2.239, -4.183], [-0.445, 1.325, -4.103], [-1.536, 3.187, -1.924], [-0.165, 3.492, -2.989], [0.533, 2.623, -0.854], [0.889, 1.545, -2.029], [-1.518, 7.396, -0.615], [-1.355, 6.021, -0.024], [-2.452, 5.288, 0.419], [-2.322, 4.020, 0.972], [-3.543, 3.379, 1.584], [-1.046, 3.429, 1.041], [-0.833, 1.611, 1.662], [0.083, 4.198, 0.701], [1.508, 3.743, 0.949], [-0.096, 5.467, 0.156], [-2.570, 7.662, -0.715], [-1.057, 7.455, -1.603], [-1.038, 8.148, 0.013], [-3.439, 5.735, 0.365], [-4.380, 4.077, 1.575], [-3.343, 3.093, 2.617], [-3.866, 2.475, 1.070], [1.557, 2.734, 1.351], [1.978, 4.416, 1.669], [2.123, 3.802, 0.044], [0.783, 6.046, -0.113], [2.548, -1.381, 6.349], [2.057, -1.273, 4.932], [2.894, -0.865, 3.907], [2.446, -0.760, 2.597], [3.416, -0.260, 1.553], [1.119, -1.095, 2.298], [0.697, -1.050, 0.403], [-1.035, -1.580, 0.104], [-1.382, -2.322, -1.044], [-2.619, -2.983, -1.001], [-3.131, -3.626, -2.119], [-2.414, -3.640, -3.308], [-1.174, -3.017, -3.359], [-0.659, -2.364, -2.247], [1.888, -2.364, -0.396], [2.749, -2.011, -1.439], [2.848, -0.617, -2.015], [3.574, -2.988, -1.992], [3.567, -4.294, -1.531], [4.460, -5.343, -2.135], [2.705, -4.619, -0.487], [1.864, -3.683, 0.095], [0.990, -4.120, 1.245], [0.231, -1.462, 3.326], [-1.230, -1.785, 3.132], [0.732, -1.548, 4.619], [3.625, -1.235, 6.407], [2.312, -2.360, 6.769], [2.069, -0.632, 6.981], [3.924, -0.603, 4.130], [4.167, 0.379, 2.017], [2.918, 0.337, 0.786], [3.936, -1.083, 1.058], [-3.156, -2.995, -0.059], [-4.088, -4.129, -2.057], [-2.806, -4.150, -4.178], [-0.593, -3.049, -4.272], [0.314, -1.899, -2.313], [2.142, 0.066, -1.549], [2.669, -0.630, -3.093], [3.850, -0.211, -1.859], [4.240, -2.713, -2.803], [5.084, -4.928, -2.926], [3.869, -6.157, -2.557], [5.114, -5.776, -1.376], [2.686, -5.638, -0.114], [0.875, -5.202, 1.240], [-0.003, -3.674, 1.201], [1.438, -3.833, 2.199], [-1.696, -1.149, 2.391], [-1.756, -1.666, 4.079], [-1.364, -2.818, 2.800], [0.051, -1.834, 5.415]],
  "atomic_forces_ev_per_a": [[0.228, 0.478, 0.380], [0.068, 0.105, -0.016], [-0.014, -0.131, -0.009], [0.054, 0.012, -0.069], [0.135, -0.062, 0.424], [-0.109, -0.033, -0.018], [0.008, -0.057, 0.011], [-0.107, -0.122, -0.028], [0.018, -0.003, 0.019], [0.019, 0.000, -0.011], [0.009, 0.061, 0.066], [0.002, 0.030, -0.067], [-0.041, -0.055, -0.068], [0.051, -0.034, 0.010], [-0.055, 0.056, -0.160], [0.015, -0.025, -0.064], [0.017, -0.017, 0.032], [0.037, 0.006, 0.031], [-0.056, 0.018, -0.055], [-0.043, 0.064, 0.053], [0.034, 0.027, 0.000], [0.005, -0.039, 0.005], [-0.008, -0.021, 0.012], [0.028, 0.071, -0.009], [0.028, -0.074, 0.023], [-0.012, -0.009, -0.030], [0.091, 0.068, -0.011], [-0.192, -0.261, -0.034], [0.033, -0.072, -0.012], [-0.008, 0.089, -0.033], [-0.039, 0.043, -0.028], [0.009, -0.004, 0.001], [-0.004, 0.001, 0.011], [-0.004, -0.010, -0.002], [0.008, -0.004, -0.004], [0.022, -0.002, -0.005], [-0.006, -0.006, -0.004], [0.004, 0.071, -0.005], [-0.008, -0.010, -0.009], [-0.020, -0.036, 0.014], [-0.041, -0.001, -0.014], [-0.019, -0.008, 0.003], [-0.027, 0.001, -0.039], [0.021, -0.001, 0.038], [0.029, 0.025, 0.052], [-0.016, 0.080, -0.112], [-0.003, -0.060, 0.071], [-0.050, -0.042, 0.046], [-0.062, -0.305, -0.119], [0.062, 0.279, 0.056], [-0.222, -0.208, -0.166], [0.101, 0.011, 0.005], [0.005, -0.002, 0.015], [0.000, -0.006, -0.014], [0.006, -0.008, -0.007], [-0.107, -0.064, 0.055], [0.043, 0.047, 0.043], [-0.018, 0.032, 0.004], [0.060, -0.078, 0.033], [0.022, 0.019, -0.014], [0.001, -0.054, 0.009], [-0.028, 0.044, 0.020], [0.011, -0.011, -0.034], [-0.008, 0.022, 0.078], [0.078, 0.009, -0.061], [-0.018, -0.027, -0.071], [0.128, -0.026, 0.029], [0.001, 0.030, -0.011], [-0.002, -0.001, 0.004], [0.005, 0.006, -0.003], [0.005, -0.003, -0.004], [-0.019, -0.010, -0.008], [-0.008, -0.017, 0.000], [-0.004, 0.038, -0.050], [-0.013, 0.005, -0.026], [-0.012, 0.013, -0.009], [0.011, 0.008, 0.006], [0.009, 0.014, 0.019], [0.004, 0.003, 0.003], [0.013, 0.050, -0.027], [-0.014, -0.002, 0.022], [-0.014, -0.001, 0.022], [0.000, -0.016, -0.014], [-0.012, -0.005, 0.020], [-0.009, -0.005, 0.011], [0.005, 0.005, 0.002], [-0.005, 0.004, -0.008], [0.000, 0.029, -0.015], [0.009, -0.002, -0.016], [-0.046, 0.011, -0.032], [-0.015, -0.002, -0.020], [-0.060, 0.071, -0.067], [0.019, -0.023, -0.011], [-0.002, 0.012, -0.020], [0.010, 0.004, -0.016]],
  "lowdin_charge": [0.811, -0.073, -0.216, -0.180, -0.086, -0.188, -0.203, -0.065, 0.082, 0.044, 0.097, 0.130, 0.123, 0.126, 0.091, 0.123, 0.126, 0.105, 0.128, 0.037, 0.077, -0.042, -0.262, -0.015, -0.303, -0.071, -0.512, 0.773, -0.329, -0.082, -0.018, 0.077, 0.082, 0.088, 0.117, 0.084, 0.080, 0.035, 0.018, 0.095, 0.084, 0.128, -0.039, -0.250, -0.005, -0.275, -0.055, -0.316, 1.214, -0.328, -0.407, -0.057, -0.080, -0.088, -0.084, -0.082, -0.282, -0.303, -0.072, -0.008, -0.248, -0.038, 0.001, -0.244, -0.037, -0.282, -0.066, -0.006, 0.077, 0.085, 0.088, 0.122, 0.089, 0.045, 0.090, 0.112, 0.108, 0.106, 0.109, 0.078, -0.002, 0.089, 0.094, 0.124, 0.077, 0.088, 0.088, 0.127, 0.087, 0.048, 0.091, 0.015, 0.083, 0.078, 0.126]
}



Record 2
{
  "formula": "C37H51ClCrN7O3",
  "method": "ωB97M-V/def2-TZVPD",
  "charge": 2,
  "lumo_ev": [-5.90, -5.77],
  "e_homo_ev": [-11.905, -11.907],
  "gap_ev": [6.002, 6.135],
  "multiplicity": 4,
  "mol_weight_g_mol": 729.3,
  "species": ["Cr", "C", "C", "N", "C", "C", "N", "C", "C", "N", "H", "H", "H", "H", "H", "H", "H", "H", "H", "H", "H", "H", "H", "H", "H", "C", "C", "C", "C", "C", "C", "N", "C", "C", "C", "C", "C", "C", "C", "O", "O", "C", "C", "H", "H", "H", "H", "H", "H", "H", "H", "H", "H", "H", "H", "H", "H", "C", "C", "C", "C", "C", "O", "C", "C", "C", "C", "C", "C", "Cl", "C", "C", "C", "N", "C", "N", "C", "N", "H", "H", "H", "H", "H", "H", "H", "H", "H", "H", "H", "H", "H", "H", "H", "H", "H", "H", "H", "H", "H", "H"],
  "xyz": [[0.926, 0.712, 0.697], [1.180, 3.188, 2.289], [2.489, 2.393, 2.332], [2.215, 0.951, 2.316], [1.628, 0.413, 3.559], [0.442, -0.495, 3.219], [-0.415, 0.165, 2.223], [-1.173, 1.310, 2.771], [-1.119, 2.488, 1.794], [0.251, 2.621, 1.292], [1.421, 4.229, 2.063], [0.695, 3.178, 3.266], [3.069, 2.694, 3.215], [3.072, 2.618, 1.433], [3.107, 0.480, 2.165], [1.298, 1.236, 4.193], [2.360, -0.162, 4.135], [-0.116, -0.748, 4.130], [0.808, -1.419, 2.763], [-1.081, -0.537, 1.906], [-0.729, 1.605, 3.722], [-2.212, 1.041, 2.970], [-1.471, 3.402, 2.286], [-1.763, 2.303, 0.935], [0.238, 3.242, 0.486], [5.848, -4.149, 4.655], [5.809, -4.182, 3.160], [6.236, -5.324, 2.488], [6.196, -5.403, 1.105], [5.653, -4.370, 0.369], [5.202, -3.225, 1.026], [4.526, -2.209, 0.352], [4.806, -1.627, -0.839], [5.977, -1.922, -1.558], [6.248, -1.292, -2.748], [5.400, -0.299, -3.242], [4.302, 0.080, -2.503], [3.973, -0.575, -1.310], [2.793, -0.127, -0.577], [2.388, 1.070, -0.640], [2.112, -0.880, 0.197], [5.337, -3.101, 2.420], [5.008, -1.793, 3.088], [5.983, -5.154, 5.045], [4.919, -3.743, 5.052], [6.674, -3.534, 5.011], [6.601, -6.165, 3.056], [6.548, -6.290, 0.605], [5.511, -4.467, -0.695], [3.667, -1.898, 0.798], [6.671, -2.643, -1.159], [7.141, -1.557, -3.290], [5.621, 0.176, -4.185], [3.661, 0.880, -2.840], [5.134, -0.964, 2.391], [5.681, -1.627, 3.925], [3.989, -1.794, 3.478], [-4.608, 3.560, -3.769], [-3.781, 2.557, -2.952], [-2.292, 2.844, -3.245], [-4.034, 2.847, -1.468], [-4.138, 1.095, -3.398], [-3.591, 0.858, -4.680], [-5.651, 0.755, -3.513], [-6.610, 0.949, -2.329], [-6.324, 0.108, -1.118], [-6.099, 0.691, 0.125], [-5.752, -0.079, 1.222], [-5.637, -1.454, 1.082], [-5.109, -2.408, 2.427], [-5.941, -2.065, -0.127], [-6.290, -1.283, -1.213], [-3.521, -0.043, -2.537], [-2.172, 0.126, -2.080], [-1.759, 0.290, -0.823], [-0.431, 0.418, -0.801], [-0.091, 0.290, -2.111], [-1.121, 0.107, -2.884], [-4.386, 4.565, -3.419], [-5.674, 3.399, -3.650], [-4.357, 3.517, -4.826], [-2.176, 3.872, -3.579], [-1.908, 2.193, -4.025], [-1.675, 2.720, -2.355], [-3.440, 3.712, -1.182], [-3.769, 2.012, -0.826], [-5.070, 3.102, -1.285], [-3.933, 1.512, -5.299], [-5.688, -0.290, -3.825], [-6.053, 1.331, -4.347], [-7.601, 0.671, -2.697], [-6.665, 1.996, -2.037], [-6.203, 1.759, 0.247], [-5.580, 0.382, 2.182], [-5.902, -3.138, -0.215], [-6.531, -1.759, -2.152], [-3.534, -0.913, -3.198], [-4.143, -0.231, -1.666], [-2.406, 0.275, 0.033], [0.913, 0.350, -2.478]],
  "atomic_forces_ev_per_a": [[0.882, -0.535, -0.563], [0.718, 0.069, 0.517], [0.072, 0.866, 0.033], [0.320, -0.075, -0.103], [-0.520, -0.365, 0.405], [0.588, -0.299, 0.542], [-0.245, -0.380, -0.301], [-0.229, 0.656, -0.065], [-0.600, -0.257, 0.241], [0.293, 0.124, -0.632], [-0.143, -0.071, 0.018], [0.008, 0.042, -0.057], [-0.050, -0.079, -0.197], [0.008, -0.054, 0.182], [-0.189, -0.079, -0.183], [0.120, 0.011, -0.018], [-0.031, 0.155, -0.112], [0.093, -0.002, -0.182], [-0.047, 0.020, 0.100], [0.073, 0.046, -0.099], [-0.082, -0.101, -0.013], [0.072, -0.044, 0.033], [0.076, -0.072, -0.087], [-0.049, 0.054, 0.017], [-0.012, -0.098, -0.072], [0.051, 0.044, -0.027], [0.053, -0.343, -0.274], [-0.019, 0.131, -0.082], [-0.001, -0.018, 0.168], [-0.332, 0.299, 0.170], [0.576, -0.837, 0.529], [-0.869, 0.436, 0.219], [0.076, 0.399, -0.005], [-0.080, -0.081, 0.044], [-0.192, 0.079, 0.195], [-0.263, 0.267, -0.045], [0.280, -0.027, -0.260], [-0.248, -0.195, 0.198], [1.572, -0.980, -0.689], [-1.092, 1.591, 0.271], [-1.101, -0.195, 0.870], [0.056, 0.082, -0.564], [0.058, -0.151, 0.054], [0.012, 0.007, 0.095], [-0.021, 0.021, 0.165], [0.023, 0.058, 0.118], [0.078, -0.091, 0.096], [0.025, -0.136, -0.062], [0.028, -0.032, -0.127], [0.395, -0.269, -0.277], [0.012, -0.055, -0.006], [0.101, -0.022, -0.078], [-0.017, 0.085, -0.035], [-0.039, 0.119, -0.107], [-0.011, 0.057, -0.027], [-0.042, 0.080, 0.109], [-0.203, 0.095, 0.119], [0.066, -0.236, 0.165], [0.102, 0.021, -0.025], [-0.055, -0.099, -0.151], [-0.116, 0.026, -0.274], [-0.141, 0.024, 0.375], [0.155, -0.142, -0.273], [0.123, 0.117, 0.229], [-0.067, -0.024, -0.122], [-0.151, -0.046, 0.211], [-0.019, -0.091, -0.212], [0.128, -0.199, 0.099], [-0.004, 0.159, -0.165], [0.027, -0.071, 0.108], [0.066, -0.048, 0.125], [-0.036, 0.249, 0.103], [-0.928, 0.062, -0.695], [0.685, 0.119, 1.488], [-0.245, -0.052, -0.157], [-0.232, 0.043, 0.242], [0.015, -0.005, -0.500], [0.595, -0.134, -0.938], [0.043, 0.129, -0.036], [-0.183, 0.012, -0.028], [-0.018, 0.070, -0.183], [0.040, 0.141, 0.062], [0.063, 0.117, -0.018], [0.119, -0.040, 0.125], [0.045, 0.111, 0.085], [0.019, -0.100, 0.168], [-0.164, -0.030, 0.146], [-0.054, -0.014, -0.076], [-0.022, -0.014, -0.094], [0.082, -0.019, -0.089], [-0.027, 0.122, -0.025], [-0.070, 0.031, -0.039], [0.012, 0.108, -0.020], [-0.004, 0.027, 0.145], [0.007, -0.136, 0.021], [0.000, -0.098, -0.117], [0.001, -0.035, 0.241], [0.220, -0.029, -0.004], [-0.256, 0.043, 0.033], [0.185, -0.015, -0.089]],
  "lowdin_charge": [0.969, -0.132, -0.143, -0.107, -0.130, -0.143, -0.111, -0.129, -0.152, -0.104, 0.149, 0.123, 0.150, 0.136, 0.131, 0.123, 0.135, 0.150, 0.138, 0.141, 0.121, 0.144, 0.149, 0.103, 0.155, -0.039, -0.231, -0.030, -0.056, -0.027, -0.198, 0.097, -0.159, 0.001, -0.037, -0.063, -0.017, -0.073, -0.556, -0.057, -0.061, -0.165, -0.037, 0.084, 0.081, 0.093, 0.116, 0.112, 0.115, 0.117, 0.110, 0.120, 0.111, 0.118, 0.075, 0.085, 0.069, -0.027, -0.477, -0.035, -0.034, -0.424, -0.003, -0.096, -0.119, -0.248, -0.050, -0.111, -0.683, 0.675, -0.085, -0.036, -0.021, -0.064, -0.098, 0.006, -0.131, 0.177, 0.099, 0.083, 0.096, 0.094, 0.079, 0.061, 0.091, 0.051, 0.072, 0.108, 0.124, 0.125, 0.136, 0.102, 0.113, 0.102, 0.114, 0.129, 0.161, 0.111, 0.138, 0.130]
}



- Among the records above, which one has the highest charge?
  C37H51ClCrN7O3